(1)
{"formula": "C5H6O", "method": "wB97M-V/def2-TZVPD", "total_energy_ev": -7324.71145, "charge": 0, "species": ["C", "C", "C", "C", "C", "O", "H", "H", "H", "H", "H", "H"], "coordinates": [[0.971, -0.441, -1.042], [1.403, -0.689, 0.357], [-3.042, 0.238, 0.382], [-2.052, 0.111, 1.037], [1.233, 0.831, -0.836], [1.623, 0.776, 0.471], [0.605, -1.030, -1.964], [2.368, -1.156, 0.527], [-4.099, 0.330, -0.014], [0.724, -0.996, 1.142], [-0.969, 0.198, 1.238], [1.235, 1.829, -1.298]], "forces_ev_per_angstrom": [[-1.17, -1.88, -2.89], [0.73, 0.43, 0.84], [-3.28, 0.09, -0.59], [2.48, 0.49, -0.31], [0.07, 2.01, -0.20], [0.11, -0.33, 0.68], [0.75, 0.98, 2.03], [0.07, -0.28, -0.20], [2.15, -0.21, 0.62], [-0.37, -0.26, -0.11], [-1.41, -0.26, 0.26], [-0.13, -0.78, -0.15]], "nbo_charge": [-0.37, -0.08, -0.24, -0.25, 0.14, -0.51, 0.24, 0.20, 0.25, 0.19, 0.24, 0.20]}

(2)
{"formula": "C4H8O2", "method": "wB97M-V/def2-TZVPD", "total_energy_ev": -8367.92130, "charge": 0, "species": ["C", "O", "C", "C", "C", "O", "H", "H", "H", "H", "H", "H", "H", "H"], "coordinates": [[1.133, -0.417, -1.199], [0.084, -1.172, -1.193], [-0.764, -1.416, -0.224], [-0.696, -0.652, 1.055], [-1.264, 0.688, 0.644], [-0.592, 1.628, 0.273], [1.417, 0.134, -0.317], [2.342, 2.350, -0.151], [1.702, -0.436, -2.117], [-1.602, -2.025, -0.534], [0.328, -0.545, 1.443], [-1.322, -1.140, 1.809], [-2.371, 0.711, 0.568], [1.606, 2.293, -0.056]], "forces_ev_per_angstrom": [[0.50, 0.36, 0.09], [-0.30, -0.41, -0.36], [-0.24, -0.04, 0.30], [0.09, -0.06, 0.08], [0.12, 0.30, -0.17], [-0.29, -0.44, 0.25], [-0.05, 0.01, -0.14], [0.02, 0.06, 0.01], [-0.10, -0.03, 0.13], [0.15, 0.07, 0.07], [-0.17, -0.04, -0.09], [0.06, 0.10, -0.15], [0.12, 0.06, -0.01], [0.09, 0.06, 0.00]], "nbo_charge": [-0.10, -0.33, 0.04, -0.58, 0.42, -0.55, 0.17, -0.03, 0.18, 0.19, 0.23, 0.24, 0.11, 0.03]}

(3)
{"formula": "C2H6NOPS", "method": "wB97M-V/def2-TZVPD", "total_energy_ev": -25828.04471, "charge": 0, "species": ["C", "C", "N", "O", "P", "S", "H", "H", "H", "H", "H", "H"], "coordinates": [[0.666, -1.353, -0.461], [0.454, 1.315, 0.601], [-1.185, 0.482, -1.652], [-1.389, -0.540, 0.749], [-0.492, 0.119, -0.329], [-2.975, 0.036, 0.364], [1.461, -0.946, -1.055], [0.135, -2.116, -1.070], [1.248, -1.539, 0.354], [1.073, 0.625, 1.346], [-0.222, 2.021, 1.115], [1.225, 1.895, 0.037]], "forces_ev_per_angstrom": [[-1.68, 2.29, -3.55], [1.87, -0.28, 1.25], [-2.70, 0.88, -1.69], [-2.11, -0.49, 1.83], [3.41, -2.53, 2.09], [1.50, 0.43, -1.43], [0.49, 0.14, -1.28], [0.59, 0.14, 0.98], [0.52, -1.32, 2.90], [-1.48, 1.69, -1.18], [0.39, -0.44, -0.05], [-0.81, -0.51, 0.14]], "nbo_charge": [-0.98, -1.03, -0.82, -0.95, 1.95, 0.33, 0.23, 0.26, 0.24, 0.25, 0.27, 0.26]}

(4)
{"formula": "C2H11NO4", "method": "wB97M-V/def2-TZVPD", "total_energy_ev": -11932.51821, "smiles": "CNC=O.O.O.O", "charge": 0, "species": ["C", "N", "C", "O", "H", "H", "H", "H", "H", "H", "H", "O", "H", "H", "O", "H", "H", "O"], "coordinates": [[-0.353, -1.222, -1.904], [-0.629, -2.249, -1.091], [0.021, -2.443, 0.181], [-1.041, -0.651, -2.739], [0.702, -0.882, -1.806], [-1.442, -2.824, -1.257], [0.878, -1.780, 0.284], [0.336, -3.478, 0.255], [-0.646, -2.193, 0.999], [1.055, 2.044, 0.562], [2.135, 1.134, 0.076], [1.687, 1.389, 0.891], [-1.504, 0.804, -1.680], [-2.038, 1.813, -0.699], [-1.203, 1.409, -0.976], [-0.089, 3.116, 3.174], [1.313, 2.623, 2.712], [0.817, 3.390, 3.018]], "forces_ev_per_angstrom": [[1.10, 1.03, -0.67], [-0.63, -0.26, -0.25], [0.37, -0.10, 0.01], [-0.37, -1.14, 0.23], [-0.25, -0.02, 0.45], [-0.24, 0.43, -0.10], [0.07, -0.06, -0.18], [0.17, -0.10, 0.27], [-0.18, -0.05, 0.14], [-0.15, -0.11, 0.13], [0.15, -0.10, 0.17], [-0.09, 0.19, -0.32], [0.47, 0.16, 0.03], [0.36, 0.10, 0.14], [-0.81, 0.08, -0.01], [0.05, -0.23, -0.03], [-0.13, -0.15, -0.01], [0.12, 0.34, 0.01]], "nbo_charge": [0.55, -0.61, -0.41, -0.64, 0.10, 0.40, 0.22, 0.20, 0.20, 0.49, 0.47, -0.96, 0.49, 0.46, -0.97, 0.47, 0.49, -0.95]}

(5)
{"formula": "C29H66N2O28S5", "method": "wB97M-V/def2-TZVPD", "total_energy_ev": -145606.72998, "charge": 0, "species": ["C", "N", "C", "C", "C", "C", "O", "H", "H", "H", "H", "H", "H", "H", "H", "H", "H", "H", "H", "H", "H", "N", "O", "O", "O", "O", "S", "O", "O", "C", "C", "C", "H", "H", "H", "H", "H", "H", "H", "H", "O", "S", "O", "O", "C", "C", "C", "H", "H", "H", "H", "H", "H", "H", "H", "O", "S", "O", "O", "C", "C", "C", "H", "H", "H", "H", "H", "H", "H", "H", "O", "S", "O", "O", "C", "C", "C", "H", "H", "H", "H", "H", "H", "H", "H", "O", "S", "O", "O", "C", "C", "C", "H", "H", "H", "H", "H", "H", "H", "H", "C", "C", "O", "C", "O", "O", "H", "H", "H", "H", "C", "C", "O", "C", "O", "O", "H", "H", "H", "H", "C", "C", "O", "C", "O", "O", "H", "H", "H", "H"], "coordinates": [[20.610, 31.382, 38.465], [19.795, 31.996, 37.368], [19.439, 30.943, 36.252], [18.486, 32.355, 37.858], [20.562, 33.069, 36.658], [21.086, 34.213, 37.601], [21.782, 35.161, 36.781], [19.934, 30.737, 38.910], [21.074, 32.060, 39.271], [21.281, 30.776, 38.324], [20.370, 30.706, 35.496], [18.870, 31.164, 35.511], [19.029, 29.927, 36.792], [17.850, 31.561, 38.157], [17.980, 33.037, 37.340], [18.483, 32.858, 38.826], [19.923, 33.646, 35.940], [21.372, 32.848, 36.060], [21.737, 33.822, 38.315], [20.320, 34.677, 38.258], [22.370, 35.754, 37.281], [24.295, 36.806, 38.486], [25.211, 37.127, 37.715], [23.139, 37.053, 38.272], [24.571, 36.213, 39.572], [18.513, 28.289, 38.419], [18.708, 26.880, 38.511], [18.547, 26.005, 37.438], [20.371, 26.914, 38.856], [21.280, 27.474, 37.877], [22.794, 27.739, 38.231], [17.916, 26.314, 39.951], [20.912, 28.511, 37.363], [21.137, 26.846, 37.243], [23.531, 27.719, 37.325], [22.952, 26.942, 39.048], [22.802, 28.690, 38.878], [17.776, 27.030, 40.750], [18.248, 25.398, 40.319], [16.867, 26.219, 39.685], [17.442, 34.160, 34.659], [17.766, 35.526, 34.968], [16.789, 36.454, 34.553], [18.296, 35.711, 36.532], [18.405, 37.052, 36.929], [19.496, 37.259, 38.093], [19.137, 35.886, 33.969], [17.422, 37.236, 37.328], [18.645, 37.770, 36.096], [20.538, 36.695, 38.014], [19.077, 36.826, 38.981], [19.795, 38.244, 38.374], [19.879, 35.301, 34.476], [19.612, 36.831, 33.946], [19.105, 35.641, 33.079], [19.890, 29.414, 33.497], [20.632, 28.172, 33.442], [21.212, 27.605, 34.630], [19.641, 27.051, 32.749], [18.414, 27.326, 32.318], [17.819, 26.197, 31.634], [21.870, 28.489, 32.206], [18.892, 28.335, 31.723], [17.908, 27.698, 33.282], [17.367, 25.386, 32.118], [18.639, 25.728, 30.927], [16.918, 26.396, 31.099], [21.251, 28.713, 31.417], [22.541, 27.783, 32.249], [22.244, 29.474, 32.275], [14.909, 27.120, 40.589], [14.168, 27.320, 39.412], [13.216, 28.346, 39.272], [15.313, 27.721, 38.259], [14.978, 28.643, 37.128], [16.067, 28.374, 36.028], [13.482, 25.811, 38.948], [14.706, 29.518, 37.537], [14.078, 28.314, 36.753], [16.343, 27.318, 35.974], [17.095, 28.883, 36.239], [15.561, 28.569, 35.026], [12.610, 25.546, 39.600], [14.144, 25.045, 38.999], [13.165, 25.742, 37.713], [26.373, 39.565, 32.342], [26.352, 38.357, 33.121], [26.904, 38.356, 34.439], [24.843, 37.904, 33.169], [24.227, 38.291, 34.372], [22.776, 37.663, 34.544], [27.090, 37.085, 32.226], [24.284, 39.296, 34.424], [24.646, 37.738, 35.371], [22.042, 38.233, 33.838], [22.535, 37.640, 35.538], [22.922, 36.599, 34.177], [26.870, 37.332, 31.232], [26.763, 36.067, 32.451], [28.080, 37.040, 32.147], [24.164, 33.409, 31.846], [23.106, 33.568, 30.750], [21.859, 33.465, 31.477], [22.044, 33.128, 32.683], [21.199, 32.876, 33.509], [23.359, 32.997, 32.966], [24.467, 34.314, 32.315], [25.034, 32.549, 31.634], [23.101, 32.821, 30.068], [23.051, 34.578, 30.426], [12.953, 33.912, 36.960], [13.863, 34.967, 37.561], [14.730, 34.070, 38.411], [14.544, 32.824, 38.103], [15.144, 31.887, 38.477], [13.532, 32.715, 37.211], [13.013, 33.857, 35.784], [11.973, 34.207, 37.486], [13.238, 35.643, 38.229], [14.400, 35.459, 36.750], [24.904, 28.972, 34.235], [25.665, 30.268, 34.670], [24.658, 31.027, 35.309], [23.604, 30.363, 35.448], [22.756, 30.709, 36.211], [23.661, 29.123, 34.803], [25.445, 28.113, 34.534], [24.973, 28.985, 33.147], [25.957, 30.987, 33.827], [26.435, 30.108, 35.323]], "forces_ev_per_angstrom": [[-5.76, 6.49, 3.30], [1.35, -1.50, -3.08], [6.29, -5.33, 4.01], [0.53, 0.03, 4.30], [-2.05, 4.64, 1.20], [-0.43, 0.54, -0.50], [-1.24, -1.15, -0.48], [-1.77, -0.96, 1.53], [-1.42, -0.26, -1.57], [7.53, -5.84, -3.62], [-1.51, 0.36, 2.86], [-4.82, 2.90, -3.78], [1.27, 2.67, -1.24], [-0.25, -1.49, -0.65], [-1.72, 2.34, -3.22], [1.07, 0.26, 0.27], [-0.19, -1.07, 0.66], [1.71, -1.94, -0.83], [1.55, -0.88, 1.03], [-0.20, -0.11, -0.86], [0.08, 0.14, 0.63], [3.90, -1.50, 2.75], [-0.31, 0.13, -0.54], [-3.92, 0.89, -1.74], [0.09, 0.24, -0.78], [-1.59, 0.70, -0.60], [4.43, 3.08, 1.70], [-0.92, -1.60, -1.73], [-0.94, -0.42, 2.20], [0.54, 9.24, 3.89], [-1.29, -0.73, 2.59], [-1.28, 0.85, 0.19], [0.28, -2.28, 1.54], [-0.38, -7.11, -8.43], [-1.69, 0.02, 1.84], [0.73, 0.82, -1.50], [0.47, -1.08, -1.45], [0.94, 0.53, -0.02], [0.86, -1.52, 0.35], [-0.03, -0.30, -0.68], [0.54, -0.20, 1.75], [0.49, -0.60, -1.59], [-1.76, 1.73, 1.10], [-0.23, -1.98, -2.89], [1.80, 2.64, 1.36], [1.14, -2.79, -0.79], [2.52, 1.55, 8.93], [-0.24, 0.95, 0.21], [-0.37, -0.94, 0.54], [-2.37, 1.22, -0.64], [-0.38, -0.23, 0.61], [-0.35, 1.05, -0.48], [0.94, -0.68, -0.13], [-0.34, 1.61, 0.72], [-1.41, -3.08, -8.52], [0.03, -0.81, 0.21], [-0.73, 0.70, 0.86], [-0.70, -0.01, -1.23], [6.95, -2.65, 3.20], [-0.93, 6.51, 0.70], [1.49, -1.49, -3.45], [-3.56, 2.61, 1.66], [-3.77, -1.94, 0.05], [-0.45, -0.30, -1.87], [0.36, -1.23, 2.20], [-1.80, 0.94, 1.08], [-0.26, 1.22, -1.21], [-1.15, -0.85, -2.86], [3.51, -3.82, -0.68], [0.83, 1.04, 1.40], [0.70, -0.49, 1.43], [2.04, 2.03, -3.27], [-1.67, 0.82, 0.43], [-0.85, -1.06, 1.12], [2.52, -4.43, -0.51], [0.36, 1.29, 0.25], [-3.60, 0.05, -3.94], [0.37, 3.76, 1.18], [-2.14, -1.16, -1.14], [-0.41, -0.08, 0.44], [-2.13, -0.43, -0.70], [1.11, 0.37, 1.15], [0.67, 0.63, -0.67], [2.37, -2.10, 0.56], [0.59, 0.78, 3.69], [0.28, -0.49, 0.02], [0.86, 1.50, 0.97], [-0.06, 0.04, -0.14], [0.31, -1.29, -0.77], [-1.92, -5.19, 4.51], [1.43, 0.69, -5.63], [-3.42, -1.44, -0.66], [-0.11, 3.34, 0.63], [0.24, 1.74, -2.54], [0.86, -1.19, 1.44], [-0.85, 0.20, 2.43], [-0.55, 1.09, 0.44], [-1.00, -0.02, -1.72], [-0.37, 0.40, 0.28], [4.36, 0.56, 0.90], [0.76, -2.52, 0.60], [-0.27, 2.08, 3.00], [-0.76, 0.69, -3.03], [-0.08, -1.78, 4.07], [0.38, 0.44, -0.72], [0.01, -1.22, 0.26], [1.56, 1.07, -0.96], [-2.28, 2.62, 0.52], [0.16, -1.93, -2.48], [0.51, 0.56, -1.20], [-1.52, 2.28, -2.64], [-0.03, -0.67, 1.03], [0.12, 3.38, -0.06], [-1.31, -0.40, -1.25], [1.24, -1.21, 0.85], [0.11, -2.48, 1.26], [-1.19, 1.21, 2.16], [0.64, -1.76, -1.38], [1.50, -0.64, -0.79], [0.60, 0.28, 0.73], [2.26, 2.01, -1.15], [-1.48, 1.60, -3.26], [3.10, 1.68, -0.44], [-2.55, -2.12, 1.89], [-1.28, -0.58, -0.52], [-1.29, 0.81, 0.51], [0.11, -1.07, 0.78], [-0.96, -0.25, -0.24], [0.18, -1.59, 0.87], [2.05, -0.35, 1.63]], "lowdin_charge": [0.04, -0.23, 0.04, -0.02, -0.08, -0.21, -0.08, 0.08, 0.16, -0.02, 0.13, 0.01, 0.13, 0.10, 0.05, 0.13, 0.12, 0.08, 0.09, 0.11, 0.04, -0.64, -0.04, -0.07, -0.07, -0.30, 0.62, -0.23, -0.26, -0.27, -0.04, -0.11, 0.14, -0.02, 0.10, 0.09, 0.08, 0.09, 0.06, 0.04, -0.27, 0.60, -0.27, -0.26, -0.25, -0.03, -0.09, 0.10, 0.13, 0.09, 0.05, 0.06, 0.06, 0.08, -0.01, -0.30, 0.67, -0.25, -0.29, -0.37, -0.07, -0.07, 0.18, 0.14, 0.06, 0.14, 0.07, 0.05, 0.02, 0.07, -0.26, 0.55, -0.25, -0.29, -0.17, -0.04, -0.15, 0.05, 0.08, 0.06, 0.08, 0.09, 0.09, 0.01, 0.17, -0.27, 0.57, -0.26, -0.25, -0.27, -0.05, -0.12, 0.08, 0.16, 0.10, 0.01, 0.09, 0.05, 0.08, 0.03, -0.08, -0.05, 0.11, -0.63, 0.14, 0.02, 0.11, 0.19, 0.10, 0.13, -0.20, -0.05, 0.09, -0.63, 0.18, 0.05, 0.18, 0.15, 0.15, 0.12, -0.14, -0.05, 0.12, -0.58, 0.16, 0.03, 0.12, 0.12, 0.15, 0.10]}